# 1
The following is a quantum chemistry calculation of C55H45N7O6SY as an isolated structure, from OMol25.

Atoms and positions in Å:
C1 -0.282 2.151 -5.108
H1 -0.987 3.649 -6.469
H2 8.007 1.960 -1.104
H3 -0.854 -0.434 5.102
H4 -3.378 -2.200 -3.448
H5 1.273 -0.703 -5.960
H6 -5.057 -5.665 -2.383
O1 -2.270 0.767 0.646
C2 0.574 0.780 -7.345
H7 -1.667 3.133 3.050
H8 -3.348 0.360 -1.316
C3 1.775 -0.662 2.603
H9 -1.459 1.419 2.696
C4 -1.860 -1.708 -1.857
O2 -1.762 3.714 0.180
Y1 0.061 0.336 -0.096
C5 2.826 -3.231 1.259
C6 -3.783 -4.125 -1.599
H10 -3.340 -3.393 1.863
H11 3.148 -0.681 4.369
N1 -0.724 -0.958 -1.884
C7 4.568 -2.004 0.240
H12 -3.822 3.964 3.057
H13 -1.669 -2.859 3.899
C8 -0.177 -1.218 5.425
C9 0.636 -1.409 3.062
C10 2.965 -0.398 3.345
H14 0.923 0.237 -8.217
H15 -6.931 -2.870 0.243
H16 -5.139 2.879 2.681
C11 -4.922 3.086 -0.075
C12 2.086 -3.112 0.097
C13 -4.215 3.301 2.278
O3 -0.741 2.145 -1.360
C14 6.244 3.549 1.298
C15 -4.530 4.079 1.011
O4 0.244 2.487 0.775
O5 0.436 4.241 -0.886
C16 -0.458 -1.796 2.337
C17 2.697 1.656 -3.379
H17 -7.071 -4.856 -1.205
C18 -0.487 2.692 -6.364
H18 2.237 -3.265 4.258
C19 3.553 1.890 -2.371
H19 2.262 -3.942 6.598
H20 -4.785 -1.654 0.476
H21 -2.549 1.880 4.007
C20 4.096 -2.700 1.335
C21 -3.682 -3.011 -0.772
C22 0.345 0.922 -4.958
H22 6.324 4.369 2.015
C23 -0.048 2.002 -7.491
C24 1.545 -2.797 4.945
C25 -4.991 -4.791 -1.751
C26 5.041 2.888 1.157
S1 -0.459 3.225 -0.342
H23 -0.849 -1.121 7.465
C27 -1.637 -0.976 -3.981
N2 -0.674 -1.589 0.992
C28 3.108 0.477 1.271
N3 1.889 -0.129 1.341
C29 3.812 -1.905 -0.901
N4 -4.090 1.893 -0.106
H24 -3.649 4.627 0.693
C30 -0.558 -0.495 -3.158
H25 4.679 -2.752 2.250
C31 0.701 -2.575 7.183
C32 4.897 1.856 0.241
C33 7.317 3.229 0.494
N5 2.583 -2.473 -0.986
H26 1.051 -3.417 -0.019
H27 -4.938 0.955 -1.772
H28 -5.958 2.761 0.057
H29 -0.617 2.655 -4.213
C34 3.810 0.313 2.510
O6 1.897 -2.401 -2.054
H30 5.526 -1.494 0.259
C35 -6.038 -3.209 -0.285
C36 -2.418 -2.819 1.845
C37 -4.829 -2.543 -0.137
H31 5.891 0.707 -1.263
H32 2.711 2.041 -4.381
N6 1.898 0.476 -1.575
H33 0.693 -2.902 8.216
H34 -3.457 1.939 -2.128
C38 -1.849 -2.218 0.635
C39 3.055 1.148 -1.197
H35 4.182 3.175 1.758
H36 -4.854 3.548 -1.067
C40 -1.591 -2.540 2.873
H37 4.076 -1.305 -1.763
C41 -3.166 1.603 0.855
C42 0.518 0.356 -3.589
C43 -2.180 2.173 3.014
H38 -5.352 4.779 1.195
C44 -0.179 -1.596 6.753
C45 1.623 0.771 -2.879
N7 -3.279 2.227 2.075
C46 1.574 -3.170 6.281
H39 -0.200 2.419 -8.480
H40 2.356 -3.749 2.086
C47 -2.454 -1.721 -3.174
H41 -1.802 -0.763 -5.022
C48 -2.390 -2.288 -0.631
C49 7.185 2.217 -0.444
H42 4.807 0.652 2.732
C50 -6.118 -4.334 -1.089
H43 -2.901 -4.466 -2.122
C51 3.598 1.158 0.083
C52 0.674 -1.815 4.503
C53 -3.946 1.269 -1.414
H44 8.244 3.775 0.582
C54 0.770 0.241 -6.084
C55 5.993 1.511 -0.542
H45 4.437 2.496 -2.354

Computed properties:
Multiplicity ... 2
Expectation value of S² ... 0.806
Orbital gap (spin up / spin down) ... 4.238 / 5.428 eV
E_HOMO (spin up / spin down) ... -0.0817 / -1.3659 eV
Charge ... -2

=====

# 2
The following is a quantum chemistry calculation of C25H29Cl2N4O2OsSi2 as an isolated structure, from OMol25.

Atoms and positions in Å:
H1 -2.252 -2.112 -1.499
C1 -2.979 -0.014 1.330
C2 2.004 1.095 0.532
C3 3.618 2.523 1.609
H2 -6.151 0.463 2.499
H3 -2.244 0.514 -2.350
H4 -3.293 3.378 -1.733
H5 4.458 -0.031 -2.882
H6 4.606 2.685 2.018
C4 -2.723 3.122 -0.837
O1 -0.048 -0.349 1.849
Si1 2.747 -0.816 -1.313
H7 1.178 -2.564 -2.209
H8 -2.493 -4.573 -1.758
C5 0.184 -4.411 0.290
H9 2.472 -2.143 -3.319
Cl1 -5.294 0.678 5.196
H10 4.404 -2.597 -1.059
H11 4.426 1.031 -1.476
C6 3.800 0.463 -2.164
H12 -2.650 4.020 -0.221
N1 -0.597 -2.237 -0.282
H13 2.952 4.520 2.112
C7 2.666 3.576 1.669
H14 -0.496 3.994 -3.169
H15 1.002 -2.540 0.981
N2 -0.150 1.855 0.073
N3 1.929 -5.828 1.566
C8 -4.394 0.130 1.357
C9 -0.918 -0.181 2.735
H16 3.186 -2.761 0.195
C10 -2.311 0.041 2.584
C11 1.402 3.402 1.191
C12 -1.566 -2.797 -1.018
C13 -0.807 -4.995 -0.493
Si2 -1.049 2.489 -1.297
N4 1.600 0.046 -0.229
H17 -2.514 0.277 4.728
C14 1.149 -5.201 1.005
H18 3.181 1.173 -2.719
H19 1.087 -1.077 -3.171
C15 1.755 -1.728 -2.604
C16 -1.207 0.826 -2.231
H20 -3.287 2.367 -0.287
Os1 -0.380 -0.069 -0.132
C17 -1.699 -4.167 -1.149
H21 4.460 -1.556 0.354
C18 3.785 -2.034 -0.357
O2 -2.395 -0.204 0.193
C19 -4.392 0.407 3.748
C20 -3.042 0.246 3.783
H22 -0.873 -6.072 -0.576
H23 4.043 0.528 1.016
C21 0.250 -3.029 0.376
H24 -0.623 -0.147 -1.972
C22 3.309 1.321 1.047
C23 -5.076 0.344 2.521
H25 -0.542 -0.236 3.760
C24 1.030 2.149 0.648
H26 0.970 3.296 -2.466
H27 0.136 4.621 -1.650
Cl2 -5.245 0.043 -0.144
H28 -0.750 0.950 -3.218
H29 0.662 4.190 1.254
C25 -0.013 3.709 -2.232

Computed properties:
Orbital gap (spin up / spin down) ... 6.605 / 6.604 eV
E_HOMO (spin up / spin down) ... -10.8851 / -10.8855 eV
Charge ... +1

=====

# 3
The following is a quantum chemistry calculation of H5NP2S2 as an isolated structure, from OMol25.

Atoms and positions in Å:
H1 -1.486 1.042 1.257
H2 -2.347 -0.400 -1.527
S1 -2.807 -0.653 -0.418
H3 1.977 0.391 -1.999
S2 2.305 -1.049 0.062
P1 -1.035 0.079 0.418
N1 -0.163 0.313 -0.880
P2 1.441 0.795 -0.637
H4 1.461 -0.965 1.093
H5 -0.847 -0.977 1.381

Computed properties:
Orbital gap ... 8.676 eV
E_HOMO ... -8.4681 eV
Charge ... 0

=====

# 4
The following is a quantum chemistry calculation of a 2-piece molecular cluster, C4H11N3O2 overall, from OMol25.

Atoms and positions in Å:
H1 -2.330 1.240 2.425
H2 -1.012 -0.973 -2.019
H3 -1.834 -1.969 -0.798
O1 0.265 2.423 1.516
C1 -0.935 -1.898 -1.423
H4 1.830 0.041 -2.126
H5 0.426 3.189 0.936
N1 2.369 -1.254 -0.004
O2 -1.565 3.078 0.498
H6 1.801 0.809 -0.800
H7 2.481 -0.873 0.925
N2 0.224 -1.884 -0.577
H8 -0.884 0.217 2.003
H9 -2.139 0.422 0.855
C2 1.130 -1.024 -0.659
N3 1.165 0.262 -1.381
C3 -1.605 0.955 1.665
C4 -1.022 2.215 1.153
H10 2.667 -2.208 -0.099
H11 -1.032 -2.767 -2.091

Computed properties:
Orbital gap ... 10.210 eV
E_HOMO ... -9.5422 eV
Charge ... 0

=====

# 5
The following is a quantum chemistry calculation of a 2-piece molecular cluster, C4H12 overall, from OMol25.

Atoms and positions in Å:
C1 -0.323 -1.295 1.743
H1 0.378 -1.117 0.842
C2 -1.579 -2.016 1.553
C3 0.972 1.246 -2.314
H2 0.824 1.465 -0.151
H3 1.129 0.155 -2.288
H4 0.408 -1.736 2.411
H5 1.917 2.515 -1.005
H6 -0.492 -0.397 2.123
H7 -1.758 -2.438 0.572
H8 -2.465 -1.506 2.014
H9 0.244 2.950 -1.117
H10 1.615 1.725 -3.021
H11 -0.039 1.223 -2.803
C4 0.939 2.044 -0.984
H12 -1.817 -2.712 2.432

Computed properties:
Orbital gap ... 11.744 eV
E_HOMO ... -10.6327 eV
Charge ... 0

=====

# 6
The following is a quantum chemistry calculation of C24H30FN3O4S as an isolated structure, from OMol25.

Atoms and positions in Å:
H1 -6.609 0.739 1.523
H2 8.460 1.374 0.035
H3 -7.688 2.842 1.530
C1 -7.015 2.771 0.821
H4 8.433 2.691 1.174
H5 4.845 2.398 -1.475
H6 6.281 3.515 0.273
C2 7.800 1.947 0.613
H7 1.385 -1.763 -2.288
H8 1.628 0.338 1.786
C3 -6.592 3.883 0.076
C4 -4.026 -1.963 -1.606
O1 2.336 1.976 -0.405
H9 -3.463 -2.174 -2.360
H10 -4.512 0.030 -2.119
H11 6.427 1.723 2.218
H12 -4.795 -0.281 1.564
C5 1.181 -0.561 0.951
C6 7.188 1.099 1.589
C7 5.772 1.896 -1.061
H13 4.484 -0.628 -1.236
C8 1.530 -0.741 -0.412
C9 -3.865 -0.332 -1.468
O2 2.719 0.371 -2.370
C10 -2.449 -3.686 -0.558
C11 -1.753 -4.049 0.600
N1 4.007 0.035 -0.299
H14 6.340 1.228 -1.700
C12 0.380 -1.197 1.545
C13 -5.003 2.266 -1.085
H15 -5.130 -2.228 -1.414
H16 6.714 -0.391 0.282
C14 5.013 0.767 0.104
H17 -3.397 -2.653 1.563
H18 5.517 -0.453 1.706
C15 0.125 -2.573 -0.737
F1 -7.201 4.864 0.275
C16 -0.194 -2.317 0.679
H19 -4.210 2.047 -1.643
H20 7.203 3.456 -1.071
C17 -3.367 -1.827 0.837
C18 6.812 2.648 -0.232
C19 5.998 0.227 0.842
C20 -6.283 1.256 0.711
H21 -1.064 -4.972 0.172
C21 -4.777 -1.076 0.909
O3 -1.053 -3.277 1.446
H22 -2.958 -0.036 -1.253
H23 -5.495 -1.653 0.776
N2 -4.801 -0.167 -0.063
S1 2.668 0.611 -1.083
H24 -2.568 -1.287 0.974
N3 -3.145 -2.452 -0.397
C22 -5.521 3.430 -0.910
C23 1.069 -1.593 -1.142
H25 -0.192 -3.344 -1.138
C24 -5.331 1.215 -0.254
H26 7.823 0.722 2.396
H27 0.075 -1.327 2.372
H28 -2.546 -4.722 1.461
H29 4.584 1.516 1.018
H30 -5.242 4.118 -1.510
O4 -2.550 -4.275 -1.530

Computed properties:
Orbital gap ... 7.792 eV
E_HOMO ... -7.3322 eV
Charge ... 0

=====

# 7
The following is a quantum chemistry calculation of a 5-piece molecular cluster, C4H18N2O6 overall, from OMol25.

Atoms and positions in Å:
H1 -2.275 -0.197 -2.114
H2 0.647 -1.570 -0.026
C1 -1.630 0.039 0.477
H3 3.278 2.075 2.592
C2 -1.303 -0.823 -1.975
H4 -2.617 -0.295 0.364
H5 1.091 2.844 0.499
O1 0.774 -1.338 -2.789
H6 -2.416 1.659 1.322
H7 -0.014 2.844 -0.559
O2 -1.134 -1.469 3.813
H8 -1.306 -1.876 -1.709
H9 2.130 -2.480 2.008
H10 1.461 -0.264 -0.877
O3 -1.699 1.500 0.709
N1 0.647 -0.524 -0.207
H11 1.173 -1.316 1.793
H12 2.879 0.843 1.956
H13 -1.264 0.532 -4.394
H14 0.354 0.101 -4.725
H15 -0.371 1.054 -1.181
H16 -0.918 -1.729 2.809
H17 -0.287 -1.229 4.185
O4 3.153 1.176 2.854
C3 -0.256 -0.607 -2.990
C4 -0.725 -0.090 -0.719
O5 1.249 -2.261 1.759
O6 0.732 3.309 -0.175
H18 -0.969 -0.135 1.340
N2 -0.387 0.227 -4.040

Computed properties:
Orbital gap ... 9.807 eV
E_HOMO ... -9.4148 eV
Charge ... 0

=====

# 8
The following is a quantum chemistry calculation of C11H12O in the gas phase, from OMol25.

Atoms and positions in Å:
C1 2.373 -0.695 0.519
C2 -3.234 1.012 0.010
C3 3.249 -1.249 -0.608
H1 2.675 2.353 0.754
C4 -1.090 -0.084 0.160
C5 -1.769 -1.299 -0.024
O1 1.112 -1.430 0.664
C6 0.382 -0.154 0.430
H2 3.760 -2.137 -0.411
C7 -3.120 -1.312 -0.294
C8 -3.937 -0.160 -0.232
H3 -5.033 -0.179 -0.146
H4 3.814 -0.395 -0.733
C9 1.480 0.558 0.298
H5 1.059 2.715 0.267
C10 -1.840 1.101 0.156
H6 -1.456 2.006 0.360
H7 -3.388 -2.429 -0.393
H8 3.061 -0.758 1.381
H9 -1.139 -2.179 0.017
H10 2.269 2.146 -0.815
H11 -3.737 1.970 -0.022
H12 2.647 -1.352 -1.511
C11 1.863 1.952 0.173

Computed properties:
Orbital gap ... 8.943 eV
E_HOMO ... -8.2297 eV
Charge ... 0

=====

# 9
The following is a quantum chemistry calculation of C29H44AsN4O3PtSi3 as an isolated structure, from OMol25.

Atoms and positions in Å:
H1 -4.565 -3.889 1.498
H2 -1.839 -3.838 4.039
H3 -0.662 -1.864 -2.821
C1 2.423 -2.011 0.281
C2 -2.564 -0.734 3.129
H4 5.237 -1.676 0.167
C3 1.799 -4.113 0.547
H5 -1.516 -4.562 2.471
H6 0.669 6.122 4.323
H7 1.789 2.808 1.866
N1 2.864 -3.285 0.295
C4 0.727 -3.303 0.684
H8 -1.191 -5.689 -2.116
H9 -6.012 -2.048 0.171
H10 -5.627 -2.355 -1.515
C5 -1.033 -4.937 -1.340
C6 1.426 4.154 -3.167
C7 -1.674 2.332 -0.023
H11 6.102 0.643 -0.319
H12 -0.525 -3.213 3.055
H13 -1.608 -0.291 2.840
C8 -0.196 2.894 0.063
N2 2.824 0.352 -0.176
H14 2.227 4.271 3.783
H15 0.838 5.835 -4.361
C9 -3.854 -4.195 -2.077
C10 0.610 5.218 -3.502
H16 -2.937 0.747 -2.366
H17 -1.066 -3.192 -3.925
H18 -4.643 -3.685 3.248
H19 -5.794 1.268 0.258
As1 -2.335 -1.748 -0.016
C11 5.060 0.390 -0.228
H20 -1.365 6.431 2.949
Si1 -2.164 -3.476 -1.693
Si2 -2.751 -2.386 2.267
H21 0.018 -4.658 -1.373
H22 -6.619 -0.973 -1.081
N3 4.633 -0.887 0.012
H23 -1.680 4.909 -1.039
H24 -4.436 -4.383 -1.173
H25 -4.435 -3.531 -2.717
C12 1.150 3.381 -2.046
C13 -0.925 4.804 1.635
O1 -2.609 3.094 0.058
C14 -4.458 -3.163 2.308
C15 0.059 3.665 -1.230
C16 -4.833 0.875 0.601
O2 -1.751 1.050 -0.213
C17 3.930 1.142 -0.338
H26 -0.294 -3.558 0.878
C18 1.094 3.604 2.096
H27 -4.146 1.714 0.670
C19 1.343 4.433 3.180
H28 1.895 -5.182 0.613
H29 -2.597 -0.805 4.218
C20 -0.666 5.640 2.712
C21 -3.916 0.271 -2.337
C22 -0.784 4.709 -1.606
C23 0.471 5.465 3.486
H30 -1.177 6.290 -2.985
H31 3.855 2.200 -0.529
H32 -4.662 1.024 -2.600
Si3 -4.276 -0.412 -0.631
O3 0.604 1.753 0.215
H33 1.283 1.665 -0.462
H34 -5.240 -2.412 2.187
C24 -1.462 -2.529 -3.154
N4 1.115 -1.991 0.534
C25 -1.538 -3.614 3.014
Pt1 -0.306 -0.467 0.139
H35 -1.843 4.936 1.086
H36 -3.750 -5.146 -2.602
H37 1.830 2.561 -1.836
C26 -0.509 5.481 -2.723
C27 3.270 -0.858 0.043
H38 -3.342 -0.039 2.814
C28 -5.757 -1.570 -0.775
H39 -2.233 -1.908 -3.612
H40 -4.986 0.462 1.599
H41 3.796 -3.596 0.085
H42 2.289 3.918 -3.776
C29 -0.033 3.789 1.296
H43 -1.225 -5.416 -0.377
H44 -3.947 -0.512 -3.097

Computed properties:
Orbital gap ... 7.464 eV
E_HOMO ... -10.6752 eV
Charge ... +1

=====

# 10
The following is a quantum chemistry calculation of C5H7NO2 in the gas phase, from OMol25.

Atoms and positions in Å:
H1 1.236 -0.590 1.386
C1 0.262 0.961 0.571
O1 -0.029 -1.949 0.428
O2 -1.740 -1.384 -0.939
H2 -1.864 0.746 0.188
C2 -1.066 0.210 0.698
N1 1.227 0.434 1.440
H3 1.591 0.773 -3.057
C3 1.155 0.694 -2.100
C4 -0.812 -1.115 0.002
H4 -1.297 0.045 1.752
H5 2.154 0.816 1.294
H6 -1.595 -2.282 -1.277
C5 0.605 0.596 -1.033
H7 0.172 2.046 0.648

Computed properties:
Orbital gap ... 10.311 eV
E_HOMO ... -9.5553 eV
Charge ... 0

=====

# 11
The following is a quantum chemistry calculation of C3H4N4 in the gas phase, from OMol25.

Atoms and positions in Å:
N1 1.831 -2.472 -0.213
H1 1.870 1.553 1.157
C1 0.888 1.166 0.929
N2 -0.295 -1.633 -0.560
H2 -2.402 -0.055 -1.043
C2 -0.428 -0.263 -0.356
N3 0.807 -2.059 -0.373
H3 0.040 1.573 1.489
C3 -1.536 0.428 -0.625
H4 -1.572 1.490 -0.461
N4 0.795 0.271 0.056

Computed properties:
Orbital gap ... 9.261 eV
E_HOMO ... -8.7590 eV
Charge ... 0

=====

# 12
The following is a quantum chemistry calculation of C5H9N3O in the gas phase, from OMol25.

Atoms and positions in Å:
H1 -1.519 -1.226 -0.400
O1 2.960 0.674 -0.162
C1 -1.073 0.918 -1.025
N1 0.066 -0.122 0.539
C2 -1.310 -0.131 0.074
H2 -2.221 -0.619 1.998
C3 0.911 -0.900 0.018
H3 0.807 -1.812 -0.711
H4 -2.179 1.134 1.634
H5 -0.170 0.634 -1.445
N2 3.217 -1.565 -0.081
C4 2.405 -0.622 0.056
N3 2.328 1.744 -0.429
H6 -1.930 1.006 -1.696
C5 -2.254 0.146 1.260
H7 4.213 -1.297 0.076
H8 -0.961 1.861 -0.557
H9 -3.288 0.176 0.851

Computed properties:
Orbital gap (spin up / spin down) ... 8.699 / 8.611 eV
E_HOMO (spin up / spin down) ... -8.9585 / -8.8619 eV
Charge ... 0

=====

E_tot / Ha: -3394.4271, -2929.5205, -1536.7860, -473.7450, -159.5239, -1894.9380, -724.0731, -501.4934, -4799.7239, -399.8813, -335.6281, -435.1957
M / Da: 1021.0, 734.8, 145.1, 133.2, 60.1, 475.6, 190.2, 160.2, 851.0, 113.1, 96.1, 127.1
Energy above the lowest of the compared OMol25 structures with the same formula, charge and spin / kcal/mol: 0.0, 7.9, 28.8, 36.2, 38.3, 558.7, 75.1, 53.1, 7.2, 52.9, 91.1, 164.4